Here is 2 unconnected molecules or ions with the total composition C4H10N2O at a distorted geometry from OMol25. Energies are from ωB97M-V with the def2-TZVPD basis set.

The HOMO-LUMO gap (alpha / beta) is 7.73 / 8.37 eV.

Positions of all 17 atoms, in Å:
C  -0.403  0.240  1.890
C  -0.164  1.335  0.792
C  -0.640  -0.855  0.805
C  -0.495  0.222  -0.206
N  1.139  -0.920  -2.163
N  1.489  0.067  -1.253
O  -1.271  0.486  -1.276
H  0.496  0.221  2.600
H  -1.278  0.284  2.396
H  -0.851  2.165  0.986
H  0.711  1.781  0.692
H  0.159  -1.560  0.863
H  -1.730  -1.331  0.950
H  0.186  -0.798  -2.443
H  1.343  -1.845  -1.988
H  2.117  -0.425  -0.639
H  -0.808  0.936  -2.006